# 1
Formula: C2H3N6O3
Source: the OMol25 dataset
Level of theory: the ωB97M-V functional and the def2-TZVPD basis

XYZ file:
```
14
Properties=species:S:1:pos:R:3:lowdin_charge:R:1
N 2.201 0.823 0.901 0.12
N -0.577 -0.591 0.679 0.03
H -1.991 -1.256 -1.090 0.07
O 2.200 2.966 1.098 -0.08
N 0.625 -2.358 0.054 0.00
O -1.799 0.089 0.491 -0.15
C -2.469 -0.311 -0.723 -0.09
N 2.143 2.013 0.334 -0.57
C 1.951 -0.365 0.470 -0.26
H -2.353 0.451 -1.446 0.06
N 1.903 -1.557 0.282 0.01
N -0.409 -1.743 0.195 -0.15
H -3.531 -0.349 -0.377 0.09
O 2.106 2.188 -0.868 -0.06
```

The net charge is -1. The value obtained for the energy relative to the best compared isomer or geometry (same formula, charge and spin) is 423.0 kJ/mol. As for the energy: -631.9261 Ha. As for the HOMO energy (spin up / spin down): -1.462 / -5.071 eV. The multiplicity is 3.

# 2
Formula: CH7N2O2
Source: the OMol25 dataset
Level of theory: the ωB97M-V functional and the def2-TZVPD basis

XYZ file:
```
12
Properties=species:S:1:pos:R:3:lowdin_charge:R:1
N -0.402 -0.453 -1.207 0.13
H 1.070 1.701 -0.741 0.13
H -1.424 -0.416 1.970 0.17
H -1.170 1.141 1.451 0.15
H -1.430 -0.044 0.320 0.09
H -0.574 0.273 -1.895 0.12
H -0.316 -1.350 -1.674 0.13
O 0.816 1.110 -0.018 0.07
C 0.759 -0.204 -0.439 -0.63
N -1.705 0.285 1.276 0.31
O 1.431 -1.059 0.021 0.18
H -2.709 0.445 1.360 0.16
```

The net charge is +1. The value obtained for the energy relative to the best compared isomer or geometry (same formula, charge and spin) is 82.0 kJ/mol. As for the energy: -302.0668 Ha. As for the HOMO energy: -15.286 eV.

# 3
Formula: C32H27F5N6S3Tl
Source: the OMol25 dataset
Level of theory: the ωB97M-V functional and the def2-TZVPD basis

XYZ file:
```
74
Properties=species:S:1:pos:R:3:lowdin_charge:R:1
H 0.609 -0.811 7.992 0.10
C 2.769 1.996 -3.843 -0.05
C -2.296 1.325 2.129 -0.27
C -3.478 -2.891 3.044 -0.65
S -2.694 0.512 -1.177 0.51
H -3.611 2.632 3.106 0.08
N -0.512 -2.090 3.779 0.16
H -1.122 -2.265 -0.719 0.03
C -3.354 -5.064 4.195 -0.16
F -3.190 -6.396 4.123 0.10
H 2.668 2.151 -4.909 0.10
C -1.257 2.666 -2.209 -0.72
S -0.287 2.746 -0.749 0.58
C -3.010 1.747 -3.595 -0.15
C -0.286 -1.988 2.461 -0.17
C -3.554 -4.479 5.430 -0.17
C -2.754 2.680 -4.585 -0.13
C 1.947 0.284 5.085 -0.02
C -3.309 -4.289 3.050 -0.26
C 1.181 -0.461 4.186 -0.08
H 0.977 -3.999 -2.638 0.08
H -0.178 -4.624 -1.451 0.08
H 4.612 2.852 -1.142 0.11
F -3.887 -2.517 6.684 0.09
H 2.448 -1.955 -2.031 0.08
C 0.820 -4.199 -1.573 -0.09
C -3.708 -3.108 5.488 -0.17
H -0.776 -2.120 6.422 0.11
H -1.517 4.345 -5.176 0.08
C -0.001 -1.455 6.058 -0.01
C 2.922 1.538 -1.160 -0.29
C 2.959 1.299 0.299 -0.08
C 2.353 -2.303 -0.997 -0.09
C 3.856 2.373 -1.752 -0.02
H -4.130 2.040 1.504 0.08
H -3.342 2.676 -5.497 0.09
C -0.994 3.585 -3.239 -0.16
H 1.553 -4.949 -1.258 0.07
N 1.952 0.953 -1.864 0.03
C 0.769 -0.714 6.926 -0.08
H 4.489 3.257 -3.605 0.10
H 3.833 1.626 0.862 0.13
C -3.643 1.771 2.441 -0.05
H -4.190 0.950 2.903 0.06
C 1.751 0.156 6.442 -0.08
H -0.886 -2.630 1.825 0.08
H 2.515 -1.449 -0.339 0.04
C -3.667 -2.351 4.331 -0.28
C -2.289 1.716 -2.386 -0.73
F -3.808 -1.020 4.482 0.06
H 1.041 0.712 -3.686 0.13
S -3.387 -1.926 1.620 0.60
C 0.216 -1.336 4.684 -0.16
N 0.570 -1.176 1.929 0.08
N 2.117 0.558 2.250 0.09
Tl -0.108 0.128 -0.360 0.63
H 0.897 -3.169 0.293 0.10
H -0.250 -1.803 -2.192 0.05
C 1.871 1.180 -3.167 -0.12
F -3.588 -5.225 6.550 0.09
H 2.348 0.737 7.133 0.10
H 3.144 -3.036 -0.808 0.08
H -0.193 4.300 -3.086 0.08
F -3.085 -4.933 1.895 0.07
C -1.735 3.611 -4.408 -0.14
N -1.233 1.003 1.853 0.13
C 0.972 -2.907 -0.765 -0.52
H -3.793 1.011 -3.727 0.08
H -1.284 -2.664 4.095 0.12
C 1.308 -0.337 2.730 -0.31
C -0.155 -1.948 -1.113 -0.27
N 2.000 0.720 0.889 -0.05
H 2.683 0.965 4.681 0.11
C 3.779 2.603 -3.117 -0.06
```

The net charge is -1. The value obtained for the energy relative to the best compared isomer or geometry (same formula, charge and spin) is 88.6 kJ/mol. As for the energy: -3430.5630 Ha. As for the HOMO energy: -3.944 eV.

# 4
Formula: C13H25Cl3GdNO4P2
Source: the OMol25 dataset
Level of theory: the ωB97M-V functional and the def2-TZVPD basis

XYZ file:
```
49
Properties=species:S:1:pos:R:3:lowdin_charge:R:1
H 2.025 -3.172 1.908 0.04
O -3.127 -1.590 -0.327 -0.22
H 1.774 -0.189 4.458 0.04
C -3.470 -1.249 0.850 -0.77
H 2.973 -0.208 -3.800 0.10
H -2.346 -0.707 -4.583 0.05
H -1.974 -2.059 -3.452 0.06
C 2.275 -0.371 1.414 -0.34
H 3.470 2.933 2.723 0.01
Cl -5.523 -2.996 0.695 0.63
H -0.001 -0.427 4.432 0.03
N 1.351 -0.393 -0.868 -0.07
H 3.205 -0.166 1.981 0.06
O -1.454 4.315 3.555 -0.07
H -0.839 4.531 2.826 0.04
H -0.422 2.301 -3.284 0.06
H 3.139 4.172 1.911 0.03
Cl -5.929 -0.075 0.555 0.59
Cl -5.192 -1.316 3.056 0.61
H -1.513 3.349 3.453 0.03
P 0.874 -1.043 2.282 0.73
C 2.406 -0.150 0.014 -0.36
O -2.613 -0.743 1.669 -0.21
H 0.730 0.993 3.649 0.03
P -1.197 0.092 -2.618 0.74
H 0.787 -3.279 3.197 0.03
C -2.315 -1.016 -3.530 -0.26
H 4.914 0.407 -2.280 0.11
C 2.864 -0.159 -2.711 -0.09
O 3.792 3.477 2.016 -0.05
H -2.376 1.068 -0.936 0.04
H -1.806 1.252 -0.384 0.03
C 3.676 0.265 -0.513 -0.05
H -3.317 -0.925 -3.086 0.04
C 3.920 0.170 -1.866 -0.09
C 0.431 -0.592 -3.164 -0.29
H 0.685 -0.085 -4.111 0.09
H -0.321 -2.686 -0.012 -0.13
Gd -0.928 -0.877 0.044 1.13
C 1.590 -0.360 -2.186 -0.38
H 2.379 -2.562 3.568 0.04
C 0.863 -0.077 3.851 -0.29
H -1.328 1.482 -4.614 0.05
H -2.206 2.189 -3.212 0.04
C -1.289 1.669 -3.528 -0.26
C -5.001 -1.412 1.293 -1.50
H 0.322 -1.683 -3.318 0.10
C 1.604 -2.669 2.792 -0.28
H 4.437 0.572 0.191 0.10
```

The net charge is 0. The value obtained for the energy relative to the best compared isomer or geometry (same formula, charge and spin) is 309.5 kJ/mol. As for the energy: -3694.8212 Ha. As for the HOMO energy (spin up / spin down): -6.250 / -6.252 eV. The multiplicity is 8.